The following is a quantum chemistry calculation of the molecule C10H14BrNO3, from the OMol25 dataset.

Values from the calculation:
E_LUMO = -2.513 eV
energy above the lowest of the compared OMol25 structures with the same formula, charge and spin = 113.9 kcal/mol
Kohn-Sham gap = 4.31 eV
total energy = -3243.64340 hartree
molecular weight = 276.13 g/mol
HOMO = -6.8 eV

Structure (ORCA input):
```
! RIJCOSX wB97M-V def2-TZVPD def2/J DEFGRID3
* xyz 0 1
C -2.0461 1.1941 -0.0624
C -0.2223 -1.8209 -0.2981
C -1.5677 -1.1304 -0.0827
C 0.8214 -0.9064 0.3020
C -1.1436 0.2563 -0.7121
C 1.1963 -1.0115 1.6841
C 0.3134 0.5434 -0.0725
C -1.3332 0.3601 -2.2231
C 0.0724 1.4111 1.1284
C 1.2059 1.2306 -1.0750
N 2.2297 -0.4311 2.2448
O -3.1185 1.5643 0.1263
O 2.4697 -0.4986 3.4474
O 3.0636 0.2053 1.5425
Br 0.1854 -2.0697 2.9709
H -0.2294 -2.7559 0.1752
H -0.1924 -1.8977 -1.4905
H -2.2728 -1.5938 -0.6786
H -1.7478 -1.1306 1.0676
H 1.7005 -1.1774 -0.3780
H -1.8933 -0.4742 -2.5370
H -0.4506 0.0980 -2.7867
H -1.8193 1.2498 -2.5232
H -0.4990 0.9481 1.8695
H -0.0211 2.3831 0.8151
H 1.0435 1.4552 1.6258
H 1.7825 0.4585 -1.6500
H 1.8911 1.8932 -0.5960
H 0.5818 1.6472 -1.8339
*
```

And the Mulliken charges, in e, turn out to be:
1. C -0.01
2. C -0.88
3. C -1.04
4. C 0.71
5. C 1.32
6. C -1.06
7. C 2.05
8. C -1.95
9. C -3.18
10. C -1.71
11. N 0.98
12. O -0.23
13. O -0.77
14. O -0.72
15. Br -0.20
16. H 0.52
17. H 0.33
18. H 0.57
19. H 0.26
20. H 0.31
21. H 0.46
22. H 0.53
23. H 0.40
24. H 0.57
25. H 0.87
26. H 0.67
27. H 0.39
28. H 0.36
29. H 0.47